{
  "formula": "C3H4BrNS",
  "method": "ωB97M-V/def2-TZVPD",
  "homo_lumo_gap_ha": [0.2736, 0.2738],
  "e_lumo_ev": [-0.7, -0.7],
  "e_above_lowest_kcal_mol": 77.67,
  "e_homo_ev": [-8.18, -8.18],
  "charge": 0,
  "elements": ["C", "C", "C", "N", "S", "Br", "H", "H", "H", "H"],
  "xyz": [[0.649531, -1.044058, -0.463737], [1.293337, -0.269118, 0.528487], [-0.959956, 1.447753, 0.579556], [-0.579474, -0.796206, -0.758423], [0.569735, 1.131041, 1.151949], [-1.142113, -1.300129, -2.466991], [1.265581, -1.857056, -0.777006], [2.028493, -0.586524, 1.139554], [-1.319917, 2.433521, 0.864209], [-1.805217, 0.840779, 0.202402]],
  "forces_ev_per_a": [[0.24, 0.11, 1.24], [-3.74, 1.76, -0.82], [-0.29, -0.13, 0.78], [-0.03, 0.55, -0.55], [-1.24, -0.21, -1.06], [0.02, -0.59, -0.06], [0.23, -0.59, -1.20], [2.72, -1.07, 1.49], [0.58, 0.19, 0.07], [1.51, -0.02, 0.12]]
}

{
  "formula": "C3H12N5",
  "method": "ωB97M-V/def2-TZVPD",
  "homo_lumo_gap_ha": 0.3742,
  "e_lumo_ev": -2.6,
  "e_above_lowest_kcal_mol": 4.15,
  "e_homo_ev": -12.76,
  "charge": 1,
  "elements": ["N", "C", "N", "N", "H", "H", "H", "H", "H", "C", "N", "C", "N", "H", "H", "H", "H", "H", "H", "H"],
  "xyz": [[-2.071563, -1.858586, -3.152127], [-1.012885, -1.294844, -2.480172], [0.228251, -1.579984, -3.018700], [-1.092513, -0.645026, -1.375049], [-2.966020, -1.454806, -2.929446], [-1.929527, -2.060008, -4.129876], [0.276959, -1.679876, -4.018724], [0.925213, -0.942317, -2.668633], [-2.054302, -0.601370, -1.045066], [1.045521, 2.092394, 3.609061], [0.690786, -0.032081, 0.641679], [0.450267, 0.762316, 1.649467], [1.327601, 1.094760, 2.570409], [-0.004755, 2.361378, 3.544540], [1.665226, 2.972680, 3.465032], [1.231294, 1.662138, 4.589424], [1.621647, -0.415184, 0.576535], [-0.059044, -0.313865, -0.048972], [-0.547187, 1.172626, 1.748758], [2.275030, 0.759653, 2.471858]],
  "forces_ev_per_a": [[0.28, 0.47, 0.20], [0.24, -0.66, -0.56], [-0.26, 0.51, 0.28], [-0.37, 0.08, 0.58], [-0.12, -0.14, -0.12], [-0.14, -0.08, 0.07], [-0.02, -0.12, -0.08], [0.17, -0.10, -0.04], [0.07, 0.02, -0.14], [0.04, -0.29, 0.00], [-0.01, 0.26, 0.72], [0.15, -0.25, -0.14], [-0.28, 0.33, -0.14], [0.00, 0.09, 0.01], [-0.01, 0.05, 0.00], [0.05, 0.02, 0.03], [-0.05, -0.22, -0.29], [0.24, 0.04, -0.46], [-0.03, 0.01, -0.02], [0.03, -0.02, 0.12]]
}

- charge of number 1 (C3H4BrNS)?
  0